Record 1
Entry from the OMol25 dataset: a 10-piece molecular cluster, C6H33NO9S overall (ωB97M-V/def2-TZVPD).

max |F|: 2.385 eV Å⁻¹
LUMO level: 0.000 hartree
SMILES: CCCN[C@H](C)CS.O.O.O.O.O.O.O.O.O
HOMO-LUMO gap: 9.09 eV
HOMO: -9.08 eV

ORCA input file:
```
! wB97M-V def2-TZVPD RIJCOSX def2/J DEFGRID3
* xyz 0 1
C 0.403 -3.179 1.236
C 0.757 -2.650 -0.134
C 0.895 -1.098 -0.269
N -0.230 -0.330 0.192
C -0.096 1.096 0.495
C 0.926 1.373 1.596
C -1.469 1.614 0.968
S -1.843 3.298 0.508
H 0.365 -4.262 1.331
H 1.024 -2.724 2.003
H -0.636 -2.879 1.419
H 1.715 -2.936 -0.562
H 0.085 -3.059 -0.896
H 0.968 -1.096 -1.369
H 1.922 -0.883 0.036
H -0.710 -0.860 0.901
H 0.131 1.636 -0.418
H 1.961 1.136 1.345
H 1.061 2.402 1.947
H 0.684 0.800 2.491
H -2.199 0.970 0.475
H -1.700 1.358 2.003
H -0.848 4.024 1.033
O 3.992 0.447 -0.119
H 4.843 0.570 -0.547
H 3.390 1.000 -0.656
O 2.688 1.158 -2.422
H 1.989 1.830 -2.528
H 2.219 0.350 -2.675
O 3.021 -0.476 3.068
H 3.367 -0.592 2.172
H 2.262 -1.071 3.092
O -4.591 -0.034 -1.163
H -4.147 -0.751 -1.633
H -4.094 0.755 -1.401
O 1.233 3.602 -2.254
H 1.831 4.271 -1.915
H 1.024 3.830 -3.168
O -2.167 -1.134 -1.807
H -1.619 -0.940 -1.016
H -2.252 -2.093 -1.846
O -3.003 -1.160 1.059
H -3.487 -0.384 0.735
H -3.542 -1.884 0.719
O -0.134 0.632 -3.940
H -0.853 0.101 -3.563
H -0.503 1.517 -3.815
O -1.409 -1.151 3.465
H -2.323 -1.064 3.168
H -0.900 -1.079 2.657
*
```

Record 2
Entry from the OMol25 dataset: one molecule with the formula C4HIS (ωB97M-V/def2-TZVPD).

max |F|: 2.214 eV Å⁻¹
LUMO level: -0.075 hartree
HOMO-LUMO gap: 6.96 eV
HOMO: -8.99 eV

ORCA input file:
```
! wB97M-V def2-TZVPD RIJCOSX def2/J DEFGRID3
* xyz 0 1
C 0.142 0.741 1.909
C 0.329 1.001 3.167
C 0.152 -0.420 -0.423
C 0.109 0.294 0.679
S 0.394 0.481 -1.910
I -1.265 -0.592 -3.027
H 0.138 -1.505 -0.396
*
```

Record 3
Entry from the OMol25 dataset: one molecule with the formula C5H6O2 (ωB97M-V/def2-TZVPD).

max |F|: 0.518 eV Å⁻¹
LUMO level: 0.029 hartree
SMILES: O=CCC#CCO
HOMO-LUMO gap: 10.60 eV
HOMO: -9.82 eV

ORCA input file:
```
! wB97M-V def2-TZVPD RIJCOSX def2/J DEFGRID3
* xyz 0 1
O -2.706 0.962 -0.595
C -2.166 -0.084 -0.345
C -1.699 -0.472 1.054
C -0.254 -0.293 0.913
C 0.847 -0.176 0.433
C 2.193 -0.003 -0.125
O 2.307 1.116 -0.978
H -1.863 -0.799 -1.137
H -2.171 0.183 1.791
H -1.925 -1.519 1.291
H 2.912 0.034 0.706
H 2.441 -0.875 -0.738
H 1.939 1.881 -0.518
*
```

Record 4
Entry from the OMol25 dataset: an isolated ion of composition C3HO4 and charge -1 (ωB97M-V/def2-TZVPD).

max |F|: 5.526 eV Å⁻¹
LUMO level: 0.155 hartree
HOMO-LUMO gap: 8.53 eV
HOMO: -4.31 eV

ORCA input file:
```
! wB97M-V def2-TZVPD RIJCOSX def2/J DEFGRID3
* xyz -1 1
C 0.558 -0.189 1.580
C -0.402 0.000 -1.902
C -0.015 -0.018 0.130
O -0.103 -0.908 2.321
O 1.598 0.443 1.741
O -0.875 -0.709 -0.660
O 0.420 0.745 -0.897
H -1.182 0.637 -2.313
*
```

Record 5
Entry from the OMol25 dataset: C6H12As2F14O6Tl as an isolated structure (ωB97M-V/def2-TZVPD).

max |F|: 3.772 eV Å⁻¹
LUMO level: -0.197 hartree
HOMO-LUMO gap: 3.82 eV
HOMO: -9.19 eV

ORCA input file:
```
! wB97M-V def2-TZVPD RIJCOSX def2/J DEFGRID3
* xyz -1 1
Tl -1.313 1.543 -0.778
As 2.559 2.140 1.477
F 3.765 1.122 0.622
F 3.620 2.350 2.946
F 1.299 3.126 2.362
F 1.407 2.019 0.125
F 1.943 0.660 2.274
F 3.176 3.627 0.742
As -2.412 4.964 2.250
F -3.873 5.052 1.243
F -3.028 3.535 3.251
F -0.903 4.965 3.219
F -1.828 6.394 1.374
F -3.205 6.041 3.520
F -1.708 3.910 0.973
F -1.192 0.979 2.107
F -2.659 0.823 -3.236
C 2.288 -1.973 0.466
O 2.469 -1.993 -0.937
C 1.684 -1.236 -1.672
O 0.829 -0.477 -1.153
O 1.834 -1.309 -2.992
C 2.839 -2.126 -3.628
H 2.738 -2.922 0.758
H 1.233 -2.098 0.711
H 2.845 -1.116 0.847
H 3.665 -2.346 -2.952
H 3.288 -1.626 -4.486
H 2.380 -2.944 -4.182
C -2.447 -2.720 -2.800
O -2.249 -3.261 -1.488
C -1.980 -2.439 -0.478
O -2.013 -1.243 -0.509
O -1.796 -3.252 0.629
C -1.469 -2.749 1.934
H -1.513 -2.417 -3.272
H -3.086 -1.839 -2.744
H -3.088 -3.335 -3.431
H -0.717 -1.968 1.825
H -1.064 -3.516 2.595
H -2.317 -2.344 2.488
*
```

Record 6
Entry from the OMol25 dataset: a 9-piece molecular cluster, C21H45BrO36S9Si overall (ωB97M-V/def2-TZVPD).

max |F|: 13.044 eV Å⁻¹
LUMO level: 0.004 hartree
HOMO-LUMO gap: 8.57 eV
HOMO: -8.45 eV

ORCA input file:
```
! wB97M-V def2-TZVPD RIJCOSX def2/J DEFGRID3
* xyz 0 1
Si 1.327 2.751 2.538
C -0.212 1.613 2.974
C -1.458 1.981 1.969
C -2.150 3.444 2.230
Br -3.812 3.132 3.363
H 0.830 4.135 2.752
H 1.644 2.632 1.111
H 2.461 2.517 3.425
H 0.103 0.498 2.789
H -0.594 1.764 4.070
H -1.041 1.839 0.860
H -2.269 1.129 2.118
H -2.417 3.980 1.198
H -1.498 4.206 2.833
C 5.080 0.380 4.064
C 6.371 0.282 3.256
O 6.061 -0.579 2.162
S 4.494 -0.379 1.757
O 4.430 0.541 0.643
O 3.856 -1.674 1.746
O 4.028 0.418 3.101
H 4.938 -0.507 4.690
H 5.053 1.275 4.693
H 7.200 -0.122 3.842
H 6.655 1.257 2.847
C -0.603 -1.843 -1.128
C -0.001 -0.473 -1.432
O 0.549 -0.025 -0.196
S 1.068 -1.317 0.653
O 2.490 -1.459 0.434
O 0.476 -1.266 1.970
O 0.302 -2.463 -0.217
H -1.574 -1.745 -0.632
H -0.715 -2.453 -2.029
H -0.745 0.235 -1.804
H 0.818 -0.555 -2.156
C 2.941 -6.595 0.198
C 2.582 -6.545 1.680
O 1.472 -5.654 1.765
S 0.589 -5.775 0.399
O -0.514 -6.675 0.653
O 0.415 -4.451 -0.152
O 1.696 -6.569 -0.498
H 3.515 -5.711 -0.099
H 3.503 -7.496 -0.061
H 3.410 -6.189 2.298
H 2.255 -7.526 2.040
C -2.180 -3.757 -6.442
C -1.795 -4.884 -5.488
O -1.601 -4.254 -4.224
S -2.613 -2.980 -4.107
O -3.782 -3.399 -3.366
O -1.838 -1.811 -3.759
O -3.017 -2.885 -5.683
H -1.299 -3.191 -6.760
H -2.713 -4.125 -7.323
H -0.887 -5.404 -5.803
H -2.611 -5.608 -5.383
C -7.697 -0.640 -6.601
C -7.364 -1.250 -7.960
O -5.973 -1.003 -8.148
S -5.230 -1.020 -6.696
O -4.650 -2.330 -6.501
O -4.475 0.203 -6.555
O -6.569 -0.913 -5.773
H -7.810 0.447 -6.675
H -8.603 -1.070 -6.166
H -7.948 -0.808 -8.770
H -7.516 -2.335 -7.952
C -1.781 -10.137 -6.218
C -2.167 -8.912 -5.394
O -2.714 -7.988 -6.332
S -3.455 -8.819 -7.524
O -4.869 -8.871 -7.227
O -2.933 -8.363 -8.792
O -2.812 -10.280 -7.194
H -0.834 -9.976 -6.744
H -1.707 -11.040 -5.606
H -1.313 -8.473 -4.874
H -2.949 -9.157 -4.667
C 1.312 6.177 7.102
C 1.645 5.566 5.744
O 3.037 5.813 5.555
S 3.780 5.797 7.007
O 4.359 4.486 7.202
O 4.534 7.020 7.148
O 2.440 5.903 7.930
H 1.199 7.264 7.029
H 0.406 5.746 7.537
H 1.061 6.009 4.933
H 1.493 4.482 5.751
C 4.220 10.134 11.101
C 5.247 10.451 10.017
O 5.789 9.189 9.636
S 4.634 8.048 9.790
O 4.038 7.831 8.490
O 5.156 6.976 10.605
O 3.591 8.922 10.688
H 4.708 9.954 12.065
H 3.479 10.930 11.213
H 6.036 11.118 10.373
H 4.768 10.892 9.137
C -2.827 2.013 -4.139
C -2.299 2.598 -5.447
O -2.024 3.967 -5.159
S -1.559 4.098 -3.601
O -0.113 4.125 -3.563
O -2.382 5.097 -2.960
O -2.053 2.624 -3.109
H -3.876 2.282 -3.982
H -2.721 0.925 -4.102
H -3.021 2.513 -6.262
H -1.359 2.120 -5.742
*
```

Record 7
Entry from the OMol25 dataset: a 2-piece molecular cluster, H2N4O overall (ωB97M-V/def2-TZVPD).

max |F|: 4.319 eV Å⁻¹
LUMO level: 0.025 hartree
HOMO-LUMO gap: 8.98 eV
HOMO: -8.29 eV

ORCA input file:
```
! wB97M-V def2-TZVPD RIJCOSX def2/J DEFGRID3
* xyz 0 1
N 1.065 -0.605 0.005
N -0.453 0.668 0.179
N 2.128 -0.260 0.028
N -1.609 0.182 0.041
O 3.215 0.118 0.020
H -2.408 -0.073 0.715
H -1.938 -0.031 -0.988
*
```

Record 8
Entry from the OMol25 dataset: CH4N2O3 as an isolated structure (ωB97M-V/def2-TZVPD).

max |F|: 2.740 eV Å⁻¹
LUMO level: 0.010 hartree
HOMO-LUMO gap: 10.08 eV
HOMO: -9.81 eV

ORCA input file:
```
! wB97M-V def2-TZVPD RIJCOSX def2/J DEFGRID3
* xyz 0 1
N 1.403 -0.096 0.679
N -0.179 -0.800 -1.210
C -0.581 0.310 -0.680
O 1.040 -0.733 1.849
O -1.760 0.860 -1.051
O 0.033 0.916 0.314
H 1.404 -0.147 2.539
H -1.895 1.653 -0.511
H 1.393 -0.855 -0.023
H -0.858 -1.108 -1.907
*
```

Record 9
Entry from the OMol25 dataset: a 6-piece molecular cluster, C10H26N5O15S overall (ωB97M-V/def2-TZVPD).

max |F|: 8.266 eV Å⁻¹
LUMO level: 0.051 hartree
HOMO-LUMO gap: 6.44 eV
HOMO: -5.07 eV

ORCA input file:
```
! wB97M-V def2-TZVPD RIJCOSX def2/J DEFGRID3
* xyz -1 1
C 2.046 4.247 0.168
C 2.366 2.641 0.504
O 3.088 2.636 1.780
C 2.517 1.707 2.763
C 3.572 0.474 3.075
O 3.790 -0.443 1.947
C 2.532 -0.960 1.388
S 1.400 -1.810 2.615
O 0.809 -3.065 1.862
O 2.105 -2.373 3.875
O 0.012 -0.834 2.994
H 1.200 4.695 0.849
H 1.675 4.369 -0.954
H 3.005 4.930 0.358
H 1.330 2.100 0.502
H 3.009 2.193 -0.371
H 1.433 1.332 2.535
H 2.438 2.317 3.786
H 4.624 0.993 3.298
H 3.245 -0.033 4.077
H 1.906 -0.161 0.777
H 2.837 -1.791 0.587
C 5.418 -1.805 6.376
N 6.002 -0.578 5.770
O 5.213 0.292 5.382
O 7.235 -0.523 5.700
H 4.329 -1.717 6.372
H 5.738 -2.656 5.771
H 5.795 -1.879 7.398
C 0.631 0.602 -3.126
N 0.159 1.795 -2.375
O -1.033 1.821 -2.044
O 0.997 2.673 -2.138
H -0.207 -0.085 -3.263
H 1.008 0.948 -4.091
H 1.422 0.133 -2.537
C -2.951 -2.188 -1.497
N -2.099 -2.491 -2.679
O -2.504 -3.359 -3.460
O -1.049 -1.848 -2.788
H -3.838 -2.824 -1.528
H -2.359 -2.395 -0.603
H -3.230 -1.134 -1.553
C -3.210 2.752 -3.788
N -4.587 2.395 -4.223
O -4.964 1.236 -4.015
O -5.252 3.289 -4.761
H -2.744 1.875 -3.334
H -2.656 3.068 -4.674
H -3.294 3.564 -3.062
C -7.348 -3.225 -3.304
N -6.525 -3.724 -2.170
O -6.116 -2.887 -1.357
O -6.313 -4.942 -2.128
H -7.454 -2.142 -3.215
H -6.829 -3.488 -4.228
H -8.323 -3.714 -3.244
*
```

Record 10
Entry from the OMol25 dataset: a 3-piece molecular cluster, C26H38ClF17IN6O4 overall (ωB97M-V/def2-TZVPD).

max |F|: 8.358 eV Å⁻¹
LUMO level: -0.121 hartree
HOMO-LUMO gap: 8.40 eV
HOMO: -11.70 eV

ORCA input file:
```
! wB97M-V def2-TZVPD RIJCOSX def2/J DEFGRID3
* xyz 1 1
C 5.928 -1.041 1.008
C 4.257 -1.053 1.010
Cl 3.666 -2.473 2.043
C 3.744 0.431 1.523
N 2.677 0.342 2.637
C 1.394 0.164 2.211
N 0.883 -0.005 0.775
C -0.611 -0.229 0.742
C -1.534 -0.501 -0.582
C -2.123 0.842 -1.314
C -3.685 0.460 -1.775
I -1.063 1.423 -3.142
N -0.916 -0.144 2.219
C -2.387 -0.307 2.526
C -3.088 1.166 2.875
C -4.276 1.592 1.830
C -4.829 3.126 2.148
C -3.687 4.293 1.972
N -2.616 3.981 0.943
N 0.178 0.093 3.085
C -0.091 0.216 4.556
O -0.071 -1.141 5.195
N 0.320 -2.075 4.309
O 0.359 -3.139 4.913
C 3.195 0.462 4.043
C 3.114 2.060 4.530
F 4.653 0.093 4.194
H 6.373 -0.042 0.591
H 6.255 -1.190 2.124
H 6.247 -1.953 0.329
H 3.962 -1.165 -0.141
H 4.666 1.115 1.852
H 3.318 0.972 0.548
H -2.361 -1.303 -0.302
H -0.828 -1.054 -1.370
H -2.099 1.764 -0.586
H -3.722 -0.110 -2.803
H -4.306 1.461 -1.775
H -4.144 -0.197 -0.891
H -2.995 -0.938 1.752
H -2.443 -0.912 3.554
H -2.256 2.019 2.944
H -3.595 1.130 3.955
H -3.822 1.633 0.752
H -5.177 0.832 1.811
H -5.712 3.329 1.377
H -5.257 3.210 3.234
H -4.239 5.277 1.581
H -3.159 4.506 3.016
H -1.685 3.788 1.377
H -2.564 4.701 0.185
H -1.164 0.659 4.832
H 0.677 0.859 5.166
H 2.641 -0.239 4.835
H 3.989 2.639 4.004
H 3.089 2.174 5.695
H 2.050 2.437 4.143
C -8.825 0.330 -3.170
C -7.520 0.519 -2.382
C -7.586 1.565 -1.276
F -7.849 2.802 -1.756
F -6.392 1.655 -0.630
F -6.506 0.780 -3.250
F -7.215 -0.689 -1.810
O -8.904 1.018 -4.421
C -9.357 2.368 -4.347
C -8.308 3.372 -4.841
F -7.171 3.307 -4.100
F -8.763 4.648 -4.742
F -9.786 2.632 -3.090
F -10.462 2.431 -5.139
H -8.870 -0.732 -3.443
H -9.716 0.490 -2.553
H -8.346 1.311 -0.532
H -8.041 3.180 -5.884
C 8.029 -5.128 -2.933
C 7.616 -3.870 -2.155
C 7.884 -2.555 -2.878
F 9.200 -2.362 -3.118
F 7.478 -1.501 -2.119
F 8.203 -3.888 -0.928
F 6.269 -3.962 -1.921
O 9.295 -5.693 -2.580
C 10.421 -5.130 -3.250
C 11.414 -4.472 -2.285
F 10.835 -3.458 -1.591
F 12.466 -3.932 -2.954
F 9.994 -4.289 -4.221
F 11.024 -6.167 -3.892
H 7.303 -5.908 -2.667
H 7.916 -5.010 -4.016
H 7.344 -2.505 -3.827
H 11.800 -5.197 -1.562
*
```

Record 11
Entry from the OMol25 dataset: a 2-piece molecular cluster, C3H8O3S overall (ωB97M-V/def2-TZVPD).

max |F|: 2.372 eV Å⁻¹
LUMO level (alpha / beta): -0.046 / -0.041 hartree
HOMO-LUMO gap (alpha / beta): 6.35 / 6.41 eV
HOMO (alpha / beta): -7.61 / -7.51 eV

ORCA input file:
```
! wB97M-V def2-TZVPD RIJCOSX def2/J DEFGRID3
* xyz 0 1
C 1.988 -1.352 0.110
C 0.675 0.495 1.474
C 0.718 0.609 -1.316
O -3.013 1.001 0.447
O -2.505 -0.358 0.464
O -1.678 -0.572 -0.526
S 0.571 -0.474 0.095
H 2.345 -1.888 -0.801
H 1.945 -1.971 0.978
H -0.140 1.145 1.611
H 0.742 -0.148 2.301
H -0.068 0.326 -2.086
H 0.522 1.674 -1.044
H 1.751 0.634 -1.701
H -3.855 0.878 -0.006
*
```